Entry 1:
Molecular formula: C35H37F3GeN4O5OsS
Method: DFT, ωB97M-V with the def2-TZVPD basis set

Lowest unoccupied orbital energy (alpha / beta): -3.84 / -3.84 eV
Energy: -4816.293542 Ha
2S+1: 2
Charge: +1

Last column: Löwdin spin population.
Cartesian coordinates (Å):
Os1 1.658 2.324 0.134  0.841
Ge1 -0.641 -1.974 -1.350  0.000
S1 0.492 1.332 3.091  0.003
F1 -0.726 -0.076 -3.435  0.000
F2 -0.001 0.784 -1.587  0.001
F3 1.311 -0.449 -2.805  0.000
O1 1.786 0.714 3.099  0.000
O2 2.782 3.287 -1.453  0.014
O3 0.217 2.524 3.832  0.005
O4 3.382 2.646 1.176  0.003
O5 3.106 0.879 0.049  0.017
N1 0.302 1.739 1.464  0.078
N2 -1.985 2.525 1.367  0.007
N3 -0.216 3.223 -0.065  0.006
N4 -3.532 -2.719 4.513  0.001
C1 0.040 -0.357 -2.360  0.000
C2 2.350 -2.088 1.608  0.000
C3 -1.979 0.537 3.894  0.001
C4 2.726 -3.424 1.631  0.000
C5 -3.548 -1.243 1.590  0.000
C6 -4.208 0.043 -0.331  0.000
C7 -1.587 -5.069 -4.787  0.000
C8 -0.390 -1.213 3.391  0.001
C9 5.231 1.070 1.211  -0.002
C10 -2.436 -1.704 0.897  0.000
C11 -4.432 -0.368 0.977  0.000
C12 -0.731 2.504 0.974  0.007
C13 0.742 -2.563 -0.130  0.000
C14 -2.343 -3.611 -3.033  0.000
C15 2.871 2.599 -2.730  0.007
C16 2.109 -4.333 0.782  0.000
C17 0.009 -3.834 -3.482  0.000
C18 1.688 2.886 -3.627  0.000
C19 -2.596 -1.778 4.185  0.001
C20 -0.271 -4.731 -4.503  0.000
C21 1.126 -3.903 -0.099  0.000
C22 3.019 4.716 -1.551  0.003
C23 -1.026 -3.266 -2.738  0.000
C24 -2.365 4.067 -0.442  0.007
C25 -1.032 3.995 -0.781  -0.001
C26 3.892 1.544 0.802  -0.002
C27 -3.100 -0.422 -1.025  0.000
C28 -2.908 -0.412 4.251  0.000
C29 1.357 -1.663 0.738  -0.001
C30 -1.322 -2.164 3.745  0.000
C31 -0.719 0.138 3.452  0.001
C32 3.143 5.369 -0.199  0.002
C33 -2.204 -1.305 -0.419  0.000
C34 -2.623 -4.511 -4.053  0.000
C35 -2.784 3.315 0.654  -0.002
H1 -3.821 3.347 0.970  0.000
H2 -3.722 -1.568 2.607  0.000
H3 5.775 1.862 1.718  0.000
H4 0.755 2.559 -3.169  0.000
H5 3.336 6.430 -0.361  0.000
H6 3.497 -3.758 2.313  0.000
H7 -1.742 -2.375 1.391  0.000
H8 -5.300 -0.010 1.515  0.000
H9 -1.064 -3.215 3.697  0.000
H10 0.599 -1.511 3.076  0.000
H11 1.041 -3.581 -3.267  0.000
H12 3.807 2.914 -3.196  0.001
H13 1.807 2.334 -4.559  0.000
H14 -4.371 -2.437 4.985  0.000
H15 -3.158 -3.181 -2.461  0.000
H16 1.060 -0.620 0.746  0.000
H17 0.537 -5.167 -5.075  0.000
H18 -3.054 4.687 -0.994  0.000
H19 2.227 5.282 0.386  0.001
H20 0.659 -4.620 -0.765  0.000
H21 -4.904 0.718 -0.814  0.000
H22 1.617 3.944 -3.880  0.000
H23 2.948 1.542 -2.484  0.001
H24 -0.600 4.544 -1.608  0.000
H25 5.777 0.717 0.337  0.000
H26 3.937 4.836 -2.129  0.000
H27 3.965 4.953 0.378  0.000
H28 5.099 0.226 1.889  0.000
H29 -3.252 -3.675 4.631  0.000
H30 -2.218 1.589 3.959  0.000
H31 2.823 -1.374 2.273  0.000
H32 -3.648 -4.776 -4.272  0.000
H33 -2.945 -0.103 -2.049  0.000
H34 2.397 -5.376 0.801  0.000
H35 2.199 5.157 -2.122  0.000
H36 -3.888 -0.105 4.595  0.000
H37 -1.805 -5.769 -5.583  0.000



Entry 2:
Molecular formula: C6H8
Method: DFT, ωB97M-V with the def2-TZVPD basis set

Lowest unoccupied orbital energy: 1.13 eV
SMILES string: C=C[C@@H]1C=C1C
Energy: -233.286166 Ha
2S+1: 1

Last column: natural (NBO) charge in e.
Cartesian coordinates (Å):
C1 2.649 0.164 0.721  -0.421
C2 1.334 0.571 0.626  -0.176
C3 0.423 0.248 -0.466  -0.284
C4 -2.324 -0.529 0.178  -0.651
C5 -1.067 0.157 -0.276  0.079
C6 -0.634 1.182 -0.849  -0.200
H1 1.025 -0.308 -1.225  0.175
H2 -2.021 -1.402 0.662  0.227
H3 1.073 1.298 1.362  0.188
H4 3.260 0.389 1.566  0.200
H5 -2.796 0.182 0.912  0.231
H6 -0.707 2.138 -1.212  0.214
H7 -2.967 -0.595 -0.698  0.238
H8 3.031 -0.458 -0.093  0.183